--- i ---
# C8H15N4O2

2 unconnected molecules or ions with the total composition C8H15N4O2 (wB97M-V/def2-TZVPD, the Open Molecules 2025 dataset).

Last column: Löwdin charge in e.
Positions of all 29 atoms, in Å:
C: 0.125 -2.144 1.642  0.02
C: 0.360 -2.931 0.541  -0.01
C: -0.204 -0.877 1.112  -0.20
C: -0.552 0.357 1.751  -0.27
C: -1.243 1.605 3.719  -0.01
C: -0.511 2.031 -2.355  -0.06
C: 1.743 0.404 -2.983  0.02
C: 1.495 0.883 -1.778  -0.24
N: -0.177 -0.931 -0.236  0.16
N: 0.373 -2.497 -1.839  0.14
N: -0.843 0.398 3.032  0.08
N: 0.153 -2.149 -0.543  -0.21
O: -0.621 1.466 1.082  0.18
O: 0.432 1.643 -1.372  -0.21
H: 0.204 -2.436 2.668  0.11
H: 0.662 -3.954 0.453  0.13
H: -1.804 1.338 4.611  0.10
H: -0.372 2.199 4.005  0.11
H: -1.866 2.209 3.060  0.10
H: -1.078 1.168 -2.715  0.10
H: -0.017 2.522 -3.195  0.10
H: -1.183 2.736 -1.870  0.10
H: 2.629 -0.173 -3.157  0.07
H: 1.104 0.574 -3.831  0.06
H: -0.293 1.396 0.136  0.11
H: 2.156 0.717 -0.940  0.13
H: -0.050 -3.376 -2.111  0.12
H: 0.155 -1.727 -2.461  0.09
H: -0.777 -0.452 3.574  0.16

As for the HOMO energy: -12.446 eV. As for the charge: +1. As for the HOMO-LUMO gap: 9.03 eV.


--- ii ---
# C8H15N4O2

2 unconnected molecules or ions with the total composition C8H15N4O2 (wB97M-V/def2-TZVPD, the Open Molecules 2025 dataset).

Last column: Löwdin charge in e.
Positions of all 29 atoms, in Å:
C: 1.652 -1.693 -0.576  -0.35
C: 2.155 -1.768 0.685  -0.01
C: 2.707 2.103 0.693  -0.37
C: 2.596 -2.004 -1.655  0.01
C: -1.508 0.922 2.114  -0.09
C: -2.471 -1.071 -0.068  -0.01
C: -1.580 0.352 -1.668  -0.03
C: -1.617 1.139 0.638  -0.18
N: 0.557 -1.065 -0.792  0.09
N: 2.786 3.287 0.819  0.22
N: -0.091 -0.502 0.156  0.08
N: -1.408 -0.093 -0.254  -0.38
O: 2.732 -1.756 1.686  0.30
O: 2.728 0.967 0.329  0.10
H: 3.380 -1.282 -1.742  0.10
H: 2.174 -2.069 -2.589  0.07
H: 3.008 -2.921 -1.350  0.08
H: -0.912 0.015 2.320  0.09
H: -0.977 1.789 2.430  0.08
H: -2.424 0.867 2.654  0.08
H: -3.299 -1.067 -0.728  0.09
H: -2.120 -2.101 -0.115  0.10
H: -2.609 -1.030 1.123  0.15
H: -0.993 1.198 -1.960  0.08
H: -1.068 -0.476 -2.350  0.15
H: -2.570 0.728 -1.770  0.09
H: -0.946 1.981 0.144  0.16
H: -2.745 1.485 0.364  0.18
H: 2.862 4.064 1.459  0.11

As for the HOMO energy (alpha / beta): -12.563 / -12.564 eV. As for the charge: +1. As for the HOMO-LUMO gap (alpha / beta): 8.60 / 8.60 eV.


Quick one: most stable of them? i


--- i ---
# BrH2NO2S

2 unconnected molecules or ions with the total composition BrH2NO2S (wB97M-V/def2-TZVPD, the Open Molecules 2025 dataset).

Last column: Löwdin charge in e.
Positions of all 7 atoms, in Å:
N: 0.129 1.953 0.168  -0.56
O: 0.952 -2.878 0.151  -0.43
O: -0.395 -1.955 -1.681  -0.45
S: -0.321 -2.559 -0.378  0.78
Br: -0.599 0.544 0.898  0.64
H: -0.604 2.626 -0.030  0.00
H: 0.839 2.268 0.873  0.02

As for the HOMO energy: -9.381 eV. As for the charge: 0. As for the HOMO-LUMO gap: 8.57 eV.


--- ii ---
# BrH2NO2S

2 unconnected molecules or ions with the total composition BrH2NO2S (wB97M-V/def2-TZVPD, the Open Molecules 2025 dataset).

Last column: Löwdin charge in e.
Positions of all 7 atoms, in Å:
N: 0.651 0.711 -0.640  -0.09
O: 1.156 -0.946 1.276  -0.28
O: 0.075 -1.886 -0.654  -0.28
S: 0.280 -0.727 0.186  0.65
Br: -2.444 0.566 1.333  -0.19
H: 0.404 1.574 -0.121  0.08
H: -0.123 0.708 -1.379  0.10

As for the HOMO energy: -10.097 eV. As for the charge: 0. As for the HOMO-LUMO gap: 6.35 eV.


Quick one: most stable of them? i


--- i ---
# C5H10NOS

A gas-phase ion, C5H10NOS (charge -1) (wB97M-V/def2-TZVPD, the Open Molecules 2025 dataset).

Last column: Löwdin charge in e.
Positions of all 18 atoms, in Å:
C: -0.196 -1.319 -0.203  -0.20
C: -0.184 -1.681 -1.716  -0.76
S: 1.421 -1.447 -2.582  0.05
C: -1.228 -0.282 0.152  -0.51
N: -0.937 0.387 1.351  0.01
C: 0.400 0.969 1.518  -0.25
C: 0.930 1.712 0.281  -0.08
O: -2.206 0.043 -0.485  0.05
H: 0.821 -0.935 -0.178  0.04
H: -0.455 -2.206 0.379  0.12
H: -0.827 -0.978 -2.243  0.01
H: -0.564 -2.676 -1.945  0.02
H: -1.691 0.970 1.652  0.11
H: 0.303 1.651 2.351  0.09
H: 1.084 0.179 1.806  0.10
H: 1.452 2.635 0.530  0.06
H: 1.691 1.086 -0.182  0.05
H: 0.187 1.891 -0.486  0.08

Its SMILES is CCNC(=O)CC[S-]. As for the HOMO energy: -2.313 eV. As for the charge: -1. As for the HOMO-LUMO gap: 5.78 eV.


--- ii ---
# C5H10NOS

A gas-phase ion, C5H10NOS (charge -1) (wB97M-V/def2-TZVPD, the Open Molecules 2025 dataset).

Last column: Löwdin charge in e.
Positions of all 18 atoms, in Å:
O: -2.266 -0.225 -1.514  0.02
C: -1.635 0.778 -1.222  -0.56
N: -0.692 0.779 -0.236  0.08
C: 0.039 -0.474 0.303  -0.42
C: 0.957 0.068 1.323  -0.74
S: 2.238 -1.145 1.954  0.06
C: 0.686 -1.110 -0.905  -0.11
C: -1.969 2.165 -1.742  -0.02
H: -0.276 1.614 0.141  0.11
H: -0.680 -1.159 0.748  0.13
H: 0.485 0.367 2.267  0.03
H: 1.481 1.001 1.091  0.04
H: 1.020 -2.127 -0.688  0.06
H: 1.486 -0.585 -1.426  0.08
H: -0.050 -1.290 -1.699  0.06
H: -1.462 2.952 -1.189  0.06
H: -1.648 2.171 -2.791  0.08
H: -3.029 2.399 -1.775  0.07

Its SMILES is CC(=O)N[C@@H](C)C[S-]. As for the HOMO energy: -2.462 eV. As for the charge: -1. As for the HOMO-LUMO gap: 5.81 eV.


Quick one: most stable of them? ii


--- i ---
# C6H13N2O2

A gas-phase ion, C6H13N2O2 (charge +1) (wB97M-V/def2-TZVPD, the Open Molecules 2025 dataset).

Last column: Löwdin charge in e.
Positions of all 23 atoms, in Å:
C: 0.713 2.289 -0.283  -0.48
C: -0.238 0.151 -0.548  -0.38
C: -0.309 -2.403 -0.554  0.05
C: 0.577 -1.311 1.386  0.03
C: -1.806 -0.953 0.527  0.02
C: -0.026 2.712 -1.299  0.06
N: 1.943 2.509 0.220  0.14
N: -0.350 -1.072 0.236  -0.24
O: 0.385 1.084 0.265  0.06
O: -0.594 0.240 -1.738  0.15
H: -0.853 -3.236 -0.307  0.08
H: -0.832 -2.105 -1.512  0.14
H: 0.738 -2.612 -0.735  0.12
H: 0.770 -0.438 2.020  0.12
H: 0.410 -2.270 1.924  0.14
H: 1.536 -1.405 0.974  0.09
H: -2.197 -1.990 0.591  0.12
H: -1.986 -0.313 1.433  0.14
H: -2.306 -0.486 -0.422  0.16
H: 0.676 3.229 -2.095  0.13
H: -1.065 2.966 -1.371  0.08
H: 2.458 3.400 0.197  0.13
H: 2.354 2.013 1.092  0.16

Its SMILES is C=C(N)OC(=O)[N+](C)(C)C. As for the HOMO energy: -11.380 eV. As for the charge: +1. As for the HOMO-LUMO gap: 8.05 eV.


--- ii ---
# C6H13N2O2

3 unconnected molecules or ions with the total composition C6H13N2O2 (wB97M-V/def2-TZVPD, the Open Molecules 2025 dataset).

Last column: Löwdin charge in e.
Positions of all 23 atoms, in Å:
C: -0.535 -0.401 -0.656  -0.06
C: 0.397 -0.729 -1.320  -0.05
C: 1.354 1.139 1.974  -0.27
C: 1.577 -1.185 -2.044  -0.07
C: 3.776 1.931 1.866  -0.09
C: -2.422 1.182 -0.658  -0.01
N: 2.535 1.246 1.958  0.08
N: -1.648 0.104 0.015  -0.02
O: 0.201 1.042 1.753  0.09
O: -3.332 -2.218 0.291  -0.02
H: 1.423 -1.150 -3.166  0.11
H: 1.757 -2.171 -1.770  0.05
H: 2.405 -0.412 -1.639  0.14
H: 4.077 2.350 2.963  0.14
H: 4.592 1.202 1.677  0.09
H: 3.693 2.789 1.159  0.10
H: -3.231 1.649 -0.027  0.11
H: -1.690 2.047 -0.880  0.13
H: -2.891 0.895 -1.634  0.11
H: -4.201 -2.268 -0.174  0.10
H: -2.303 -0.731 0.166  0.14
H: -1.109 0.461 0.884  0.14
H: -3.246 -2.663 1.103  0.04

As for the HOMO energy: -13.648 eV. As for the charge: +1. As for the HOMO-LUMO gap: 11.01 eV.


Quick one: most stable of them? ii


--- i ---
# C3H11O

2 unconnected molecules or ions with the total composition C3H11O (wB97M-V/def2-TZVPD, the Open Molecules 2025 dataset).

Last column: Löwdin charge in e.
Positions of all 15 atoms, in Å:
O: -0.033 -2.348 -0.829  0.32
H: -0.485 -3.037 -1.344  0.20
H: -0.399 -1.474 -0.532  0.15
H: 0.711 -2.624 -0.262  0.20
C: -0.358 0.181 1.330  -0.10
C: 0.538 0.599 0.154  -0.32
C: -0.030 1.710 -0.709  -0.10
H: -1.119 -0.579 1.086  0.07
H: 0.210 -0.181 2.186  0.08
H: -0.901 1.058 1.675  0.09
H: 1.500 0.941 0.538  0.11
H: 0.889 -0.262 -0.453  0.08
H: 0.161 2.682 -0.273  0.08
H: -1.099 1.623 -0.866  0.08
H: 0.416 1.711 -1.702  0.08

As for the HOMO energy: -15.493 eV. As for the charge: +1. As for the HOMO-LUMO gap: 10.57 eV.


--- ii ---
# C3H11O

2 unconnected molecules or ions with the total composition C3H11O (wB97M-V/def2-TZVPD, the Open Molecules 2025 dataset).

Last column: Löwdin charge in e.
Positions of all 15 atoms, in Å:
O: -0.759 0.450 -2.142  0.33
H: -0.904 -0.320 -2.718  0.20
H: -1.634 0.854 -2.064  0.19
H: -0.479 0.166 -1.236  0.10
C: 1.039 -0.906 0.014  -0.13
C: 0.554 -0.311 1.282  -0.31
C: -0.517 0.758 1.113  -0.12
H: 0.227 -1.396 -0.573  0.08
H: 1.865 -1.607 0.010  0.10
H: 1.318 -0.084 -0.680  0.08
H: 1.364 0.278 1.730  0.12
H: 0.248 -1.061 2.015  0.12
H: -0.889 1.143 2.059  0.09
H: -0.021 1.610 0.627  0.09
H: -1.414 0.426 0.563  0.07

As for the HOMO energy: -15.676 eV. As for the charge: +1. As for the HOMO-LUMO gap: 10.90 eV.


--- iii ---
# C3H11O

2 unconnected molecules or ions with the total composition C3H11O (wB97M-V/def2-TZVPD, the Open Molecules 2025 dataset).

Last column: Löwdin charge in e.
Positions of all 15 atoms, in Å:
O: 2.470 -0.848 0.155  0.31
H: 3.197 -1.145 0.718  0.19
H: 2.580 -1.189 -0.773  0.21
H: 1.543 -0.785 0.554  0.18
C: -0.679 1.348 0.798  -0.11
C: -1.432 0.488 -0.323  -0.31
C: -0.713 -0.772 -0.769  -0.13
H: -0.380 0.666 1.608  0.05
H: -1.369 2.094 1.155  0.05
H: 0.236 1.987 0.328  0.12
H: -1.651 1.198 -1.131  0.11
H: -2.379 0.265 0.135  0.10
H: -1.203 -1.360 -1.482  0.05
H: 0.374 -0.486 -1.151  0.08
H: -0.594 -1.460 0.178  0.11

As for the HOMO energy: -15.167 eV. As for the charge: +1. As for the HOMO-LUMO gap: 10.09 eV.


Quick one: most stable of them? ii


--- i ---
# C4H5FS

A single C4H5FS molecule (wB97M-V/def2-TZVPD, the Open Molecules 2025 dataset).

Last column: Löwdin charge in e.
Positions of all 11 atoms, in Å:
C: -1.085 -1.175 -0.042  -0.10
C: -2.199 -0.516 -0.036  -0.60
C: 0.127 -0.254 0.112  -0.21
C: -0.340 1.146 -0.398  -0.43
F: -3.422 -0.916 -0.176  0.06
S: -2.067 1.339 0.217  0.88
H: -1.088 -2.194 -0.425  0.12
H: 0.423 -0.282 1.120  0.09
H: 0.838 -0.481 -0.675  0.11
H: 0.281 1.862 0.029  0.05
H: -0.501 1.164 -1.404  0.03

Its SMILES is FC1=CCCS1. As for the HOMO energy: -8.561 eV. As for the charge: 0. As for the HOMO-LUMO gap: 9.43 eV.


--- ii ---
# C4H5FS

A single C4H5FS molecule (wB97M-V/def2-TZVPD, the Open Molecules 2025 dataset).

Last column: Löwdin charge in e.
Positions of all 11 atoms, in Å:
C: -1.609 -0.535 0.094  -0.15
C: -0.853 0.597 0.011  -0.09
C: 0.568 0.521 -0.487  -0.32
C: 1.446 -0.132 0.458  -0.64
H: -2.680 -0.689 0.426  0.13
H: -1.298 1.495 0.406  0.10
H: 0.889 1.507 -0.730  0.11
H: 0.627 -0.091 -1.414  0.12
H: 1.146 -0.173 1.510  0.07
F: -1.122 -1.743 -0.204  0.01
S: 2.887 -0.758 -0.072  0.66

Its SMILES is F/C=C\CC=S. As for the HOMO energy: -8.777 eV. As for the charge: 0. As for the HOMO-LUMO gap: 8.45 eV.


--- iii ---
# C4H5FS

A single C4H5FS molecule (wB97M-V/def2-TZVPD, the Open Molecules 2025 dataset).

Last column: Löwdin charge in e.
Positions of all 11 atoms, in Å:
C: -1.729 0.004 -0.284  -0.13
C: -0.699 -0.744 0.188  -0.10
C: 0.689 -0.291 0.444  -0.67
C: 1.418 0.771 -0.259  -0.43
H: -1.696 1.061 -0.547  0.12
H: -0.910 -1.773 0.452  0.11
H: 0.831 -0.303 1.550  0.12
H: 1.050 1.255 -1.073  0.03
H: 1.892 1.483 0.437  0.09
F: -2.938 -0.577 -0.433  0.00
S: 2.093 -0.885 -0.475  0.84

Its SMILES is F/C=C/[C@@H]1CS1. As for the HOMO energy: -9.068 eV. As for the charge: 0. As for the HOMO-LUMO gap: 9.98 eV.


Quick one: most stable of them? i